Record 1
The following is a quantum chemistry calculation of one molecule with the formula C7H13NO in a non-equilibrium geometry, from OMol25.

```
! RIJCOSX wB97M-V def2-TZVPD def2/J DEFGRID3
* xyz 0 1
C 2.0415 -0.2398 -1.8391
C 1.7649 -0.4914 -0.5561
N 0.6359 -1.0705 -0.0384
C 0.6150 -1.3926 1.3484
C -0.8593 -0.9073 -0.8374
O -1.9892 -0.0959 -0.6038
C -1.3964 0.7974 0.2881
C -1.7097 0.6801 1.5955
C -0.6751 1.9767 -0.2943
H 1.3616 -0.4401 -2.6511
H 2.9683 0.2309 -2.1154
H 2.5209 -0.2448 0.1872
H -0.4185 -1.2408 1.7324
H 1.2142 -0.7270 1.9793
H 0.9424 -2.4225 1.5163
H -1.2062 -1.9398 -0.7406
H -0.4807 -0.7198 -1.8443
H -1.4207 1.4403 2.3022
H -2.4433 -0.0389 1.9203
H -0.3104 2.6307 0.4930
H 0.1872 1.6806 -0.8885
H -1.3426 2.5346 -0.9538
*
```

For the HOMO-LUMO gap, the calculation gives 8.9 eV. The LUMO energy is 0.9 eV. Its SMILES is C=CN(C)COC(=C)C. For the energy above the lowest of the compared OMol25 structures with the same formula, charge and spin, the calculation gives 92.2 kcal per mole. As for the total energy: -404.38061 Eh. Its largest force on an atom is 4.39 eV/Å.

=====

Record 2
The following is a quantum chemistry calculation of a 2-piece molecular cluster, C2H8O2 overall in a non-equilibrium geometry, from OMol25.

```
! RIJCOSX wB97M-V def2-TZVPD def2/J DEFGRID3
* xyz 0 1
C 1.9798 -0.0301 -0.7104
O 1.4824 -1.3080 -0.3088
H 3.0202 -0.0737 -1.1214
H 1.9006 0.5685 0.2384
H 1.3314 0.2689 -1.5743
H 0.5711 -1.1363 -0.0389
C -1.8715 0.4635 1.0005
O -1.0265 -0.1476 -0.0097
H -2.4246 -0.3578 1.3327
H -2.5065 1.1788 0.5554
H -1.0195 0.9157 1.4897
H -1.4368 -0.3419 -0.8532
*
```

For the HOMO-LUMO gap, the calculation gives 10.3 eV. The LUMO energy is 0.7 eV. Its SMILES is CO.CO. For the energy above the lowest of the compared OMol25 structures with the same formula, charge and spin, the calculation gives 31.2 kcal per mole. As for the total energy: -231.41263 Eh. Its largest force on an atom is 3.39 eV/Å.